Record 1
# C12H26HfNO3P2

A molecular structure, C12H26HfNO3P2 in a non-equilibrium geometry (the ωB97M-V functional and the def2-TZVPD basis, OMol25).

ORCA input file:
```
! wB97M-V def2-TZVPD RIJCOSX def2/J DEFGRID3
* xyz 3 1
Hf 0.2138 -0.4550 1.0883
P -2.6043 0.2012 0.5947
C -2.2151 0.9411 -1.0263
C -0.8005 1.2149 -1.4606
N 0.3090 0.8780 -0.7523
C 1.5256 1.3136 -1.1897
C 1.6615 2.0516 -2.3497
C 0.5395 2.3129 -3.1225
C -0.6871 1.8713 -2.6651
C 2.7707 0.9902 -0.3963
P 2.7287 -0.6178 0.5065
H -1.5960 2.0852 -3.2220
H 2.6450 2.4004 -2.6338
H 0.6244 2.8944 -4.0287
H 3.6569 0.9585 -1.0449
H 2.9594 1.7859 0.3412
H -2.7094 0.3164 -1.7633
H -2.7570 1.9042 -1.0503
H -2.3281 -4.0025 -3.3711
O -2.2231 -3.9715 -4.3263
H -1.5687 -3.2710 -4.4963
H -1.7333 -0.9075 1.1211
O -0.1527 -2.3018 0.8361
H 0.2060 -3.1939 0.8058
C 3.4182 -1.8016 -0.6804
H 4.3342 -1.4082 -1.1474
H 3.6481 -2.7401 -0.1562
H 2.6813 -2.0234 -1.4645
C 3.9977 -0.3953 1.7781
H 3.9497 -1.2580 2.4563
H 4.9979 -0.3272 1.3284
H 3.7843 0.5154 2.3544
C -3.2994 1.5529 1.5890
H -4.3454 1.7592 1.2910
H -3.3021 1.3110 2.6611
H -2.7285 2.4850 1.4631
C -3.9878 -0.9171 0.2954
H -4.2435 -1.4100 1.2405
H -4.8648 -0.3889 -0.0977
H -3.6564 -1.6823 -0.4140
C 0.2310 0.2755 4.2785
O 0.1917 0.0523 2.8861
H -0.6476 0.8436 4.6054
H 1.1352 0.8445 4.5291
H 0.2408 -0.6862 4.8090
*
```

Output
Energy relative to the best compared isomer or geometry (same formula, charge and spin) ... 0.808 eV
Gap between HOMO and LUMO ... 0.2244 Eh
HOMO energy ... -0.651 Eh

=====

Record 2
# C12H26N2O5PRuS2

A molecular structure, C12H26N2O5PRuS2 (the ωB97M-V functional and the def2-TZVPD basis, OMol25).

ORCA input file:
```
! wB97M-V def2-TZVPD RIJCOSX def2/J DEFGRID3
* xyz 2 6
Ru 0.8851 0.8102 1.2136
C 4.0082 1.7843 -3.2163
N 2.9542 2.1907 -2.2790
C 2.5565 3.6087 -2.3284
C 2.4069 1.3918 -1.4028
O 1.5141 1.7946 -0.6020
C 2.8058 -0.0682 -1.3542
O 2.0642 -0.6217 -0.2792
C 2.4456 -1.9163 0.1552
C 1.6766 -2.1517 1.4360
O 0.8614 -1.2714 1.8256
N 1.8734 -3.2733 2.0817
C 1.1336 -3.5727 3.3193
C 2.8068 -4.2954 1.5801
H 4.9097 2.3605 -3.0187
H 3.6762 1.9834 -4.2328
H 4.2409 0.7274 -3.1308
H 3.1950 4.2017 -1.6743
H 1.5233 3.7162 -2.0218
H 2.6727 3.9555 -3.3517
H 3.8774 -0.1916 -1.1888
H 2.5302 -0.5510 -2.2930
H 3.5227 -1.9750 0.3245
H 2.1659 -2.6668 -0.5871
H 0.4267 -2.7788 3.5215
H 1.8352 -3.6620 4.1463
H 0.6019 -4.5136 3.1962
H 2.5085 -4.6589 0.5976
H 2.7877 -5.1340 2.2679
H 3.8266 -3.9152 1.5420
C -1.4826 5.7191 3.5609
C -0.2947 4.8313 3.3162
O -0.5109 3.5544 4.0333
P -0.2046 2.1504 3.4597
S 1.7951 1.8605 3.1589
S -1.1996 1.8441 1.6947
O -0.6727 1.1317 4.5171
C -1.6621 1.3709 5.6044
C -0.9321 1.5611 6.9034
H -1.2360 6.7366 3.2571
H -1.7311 5.7365 4.6224
H -2.3538 5.3893 2.9957
H 0.6275 5.2396 3.7177
H -0.1582 4.6016 2.2599
H -2.2857 0.4842 5.5916
H -2.2584 2.2366 5.3289
H -0.2328 0.7433 7.0751
H -1.6585 1.5634 7.7175
H -0.3913 2.5069 6.9252
*
```

Output
Gap between HOMO and LUMO (alpha / beta) ... 0.3558 / 0.2736 Eh
HOMO energy (alpha / beta) ... -0.541 / -0.568 Eh

=====

Record 3
# C12H26O15S

7 unconnected molecules or ions with the total composition C12H26O15S in a non-equilibrium geometry (the ωB97M-V functional and the def2-TZVPD basis, OMol25).

ORCA input file:
```
! wB97M-V def2-TZVPD RIJCOSX def2/J DEFGRID3
* xyz 0 1
O -0.9479 3.5031 1.7031
S -0.9881 2.1909 2.3095
O -1.7550 1.9650 3.5118
O -1.5377 1.1321 1.1932
C -2.2752 1.6025 0.0766
C -3.3542 0.5554 -0.2154
C 0.6888 1.5244 2.4703
H -1.6284 1.8299 -0.7738
H -2.7790 2.5394 0.3360
H -3.8447 0.2453 0.7046
H -2.8553 -0.3285 -0.6273
H -4.1085 0.8583 -0.9390
H 1.0558 1.3964 1.4545
H 0.6744 0.5317 2.9221
H 1.2596 2.1983 3.1008
O -0.3169 -3.5249 -2.6806
H -0.3417 -2.8300 -3.3469
H -0.4619 -3.0639 -1.8448
O 1.3896 -1.8688 2.6559
H 1.8896 -2.6353 2.3562
H 1.0448 -1.4676 1.8390
O 0.1798 -1.1953 0.1717
H -0.5991 -0.8618 -0.2871
H 0.9332 -0.8417 -0.3313
C -0.4034 3.6229 -3.3696
C -0.4285 3.9295 -1.8849
O 0.4044 2.8950 -1.3376
C 0.5012 1.9035 -2.2476
O 1.1019 0.8898 -2.0594
O -0.1505 2.2076 -3.3721
H 0.4160 4.0958 -3.9070
H -1.3698 3.8568 -3.8096
H -1.4011 3.9639 -1.3992
H 0.0820 4.8758 -1.7000
C -1.7500 -2.9704 2.7168
C -2.2541 -1.8972 3.6837
O -1.9141 -2.3665 4.9652
C -1.2522 -3.5330 4.8605
O -0.9118 -4.2028 5.7652
O -1.0266 -3.8395 3.5622
H -1.1596 -2.4463 1.9584
H -2.4887 -3.4256 2.0514
H -3.3416 -1.7874 3.6175
H -1.8336 -0.9109 3.4869
C 3.4872 -1.0926 -3.6356
C 4.4000 -0.0775 -2.9881
O 4.4342 -0.4699 -1.6194
C 3.5044 -1.4442 -1.3870
O 3.0781 -1.7332 -0.3198
O 2.9850 -1.8685 -2.5395
H 4.0198 -1.8431 -4.2206
H 2.6777 -0.6202 -4.1869
H 3.9285 0.9045 -2.9109
H 5.3432 -0.0713 -3.5322
*
```

Output
SMILES ... CCOS(C)(=O)=O.O=C1OCCO1.O=C1OCCO1.O=C1OCCO1.O.O.O
Gap between HOMO and LUMO ... 0.3776 Eh
HOMO energy ... -0.381 Eh

=====

Record 4
# C12H27AgFO5

A molecular structure, C12H27AgFO5 in a non-equilibrium geometry (the ωB97M-V functional and the def2-TZVPD basis, OMol25).

ORCA input file:
```
! wB97M-V def2-TZVPD RIJCOSX def2/J DEFGRID3
* xyz -2 2
Ag -0.3790 0.0804 -1.2353
C -0.7707 5.9739 -5.4208
C -0.0346 5.3346 -4.3087
O -0.8424 4.4339 -3.5598
H -1.2557 6.8829 -5.0651
H -1.4923 5.2509 -5.8010
H -0.0424 6.2821 -6.1710
H 0.4426 6.0441 -3.6327
H 0.7831 4.8290 -4.8224
C 2.0166 -6.1517 -0.0489
C 0.8748 -5.6914 0.8388
O 0.2436 -4.5429 0.3498
H 1.7235 -6.5278 -1.0290
H 2.6836 -6.9009 0.3776
H 2.7597 -5.3733 -0.2219
H 1.0534 -5.6807 1.9140
H 0.1231 -6.4609 0.6632
C -7.5899 -1.2886 -0.7017
C -6.6089 -0.2153 -1.2068
O -5.4365 -0.7416 -1.7184
H -8.0466 -1.8309 -1.5296
H -8.3363 -0.6372 -0.2470
H -7.2808 -2.0329 0.0321
H -6.4326 0.6552 -0.5749
H -7.0686 0.1986 -2.1042
F 0.8059 -1.4750 -4.5900
C 6.1210 -1.2154 1.0018
C 5.6061 -0.5788 -0.2202
O 4.4742 -0.1117 -0.2657
C 6.5468 -0.3776 -1.3346
H 5.2626 -1.7165 1.4493
H 6.2959 -0.2710 1.5172
H 6.9632 -1.8941 0.8669
H 5.8399 -0.2118 -2.1475
H 7.2735 -1.1790 -1.4676
H 7.0686 0.5643 -1.1656
C -1.3696 0.3343 5.2531
C -1.2142 1.7155 4.6151
O -1.1182 1.7260 3.3986
C -1.3278 3.0152 5.4501
H -1.5402 -0.3364 4.4110
H -2.1513 0.2217 6.0043
H -0.4350 0.0284 5.7234
H -0.5364 3.1255 6.1915
H -2.3213 3.0088 5.8984
H -1.3306 3.7380 4.6342
*
```

Output
Energy relative to the best compared isomer or geometry (same formula, charge and spin) ... 5.743 eV
Gap between HOMO and LUMO (alpha / beta) ... 0.1117 / 0.0994 Eh
HOMO energy (alpha / beta) ... -0.021 / -0.019 Eh